(1)
Entry from the Open Molecules 2025 dataset: a molecular structure, C5H7NO (ωB97M-V with the def2-TZVPD basis set).

Values from the calculation:
F_max: 0.82 eV/A
Energy above the lowest of the compared OMol25 structures with the same formula, charge and spin: 5.717 eV
E: -8830.4861 eV
Gap between HOMO and LUMO (spin up / spin down): 7.653 / 7.653 eV
LUMO level (spin up / spin down): -1.190 / -1.190 eV
Total charge: 0

Each line ends with the Mulliken charge.
Cartesian coordinates (Å):
N1 -1.27 1.89 0.74  -0.761
C1 -1.49 1.43 -0.33  0.642
O1 -1.64 0.82 -1.39  -0.652
C2 -0.50 -1.04 -0.61  0.152
C3 0.89 -0.48 -0.86  -0.419
C4 0.92 -0.49 0.67  -0.342
C5 -0.41 -0.91 0.76  -0.524
H1 0.37 1.59 0.98  0.202
H2 -1.16 -1.60 -1.25  0.358
H3 0.90 0.51 -1.33  0.246
H4 1.61 -1.15 -1.36  0.273
H5 1.10 1.21 1.03  0.031
H6 1.76 -0.64 1.34  0.451
H7 -1.07 -1.14 1.59  0.343

***

(2)
Entry from the Open Molecules 2025 dataset: C5H7NO in the gas phase in a non-equilibrium geometry (ωB97M-V with the def2-TZVPD basis set).

Values from the calculation:
F_max: 1.41 eV/A
Energy above the lowest of the compared OMol25 structures with the same formula, charge and spin: 1.721 eV
E: -8834.4819 eV
Gap between HOMO and LUMO: 10.207 eV
LUMO level: 0.674 eV
Total charge: 0

Each line ends with the Mulliken charge.
Cartesian coordinates (Å):
C1 -1.86 0.27 -0.05  -1.397
C2 -0.36 0.10 -0.19  0.605
C3 0.64 0.92 0.58  -0.262
C4 1.81 0.29 0.48  -0.464
N1 1.69 -0.96 -0.25  -0.531
C5 0.27 -1.27 0.00  0.268
O1 -0.20 -2.35 0.20  -0.499
H1 -2.13 1.33 -0.06  0.374
H2 -2.24 -0.18 0.87  0.308
H3 -2.35 -0.22 -0.89  0.335
H4 -0.02 0.20 -1.27  0.129
H5 0.44 1.88 1.04  0.393
H6 2.79 0.61 0.80  0.413
H7 1.52 -0.63 -1.24  0.329

***

(3)
Entry from the Open Molecules 2025 dataset: 2 unconnected molecules or ions with the total composition C5H7NO in a non-equilibrium geometry (ωB97M-V with the def2-TZVPD basis set).

Values from the calculation:
F_max: 2.02 eV/A
Energy above the lowest of the compared OMol25 structures with the same formula, charge and spin: 4.359 eV
E: -8831.8442 eV
Gap between HOMO and LUMO (spin up / spin down): 7.814 / 6.979 eV
LUMO level (spin up / spin down): -0.317 / -0.638 eV
Total charge: 0

Each line ends with the Mulliken charge.
Cartesian coordinates (Å):
C1 1.45 -0.35 -0.85  -1.126
C2 0.69 0.01 0.20  0.964
C3 0.99 0.92 1.25  -0.630
O1 -0.07 1.04 2.03  -0.310
C4 -1.11 0.32 1.62  -0.509
C5 -0.74 -0.42 0.45  0.677
N1 -1.51 -1.20 -0.24  -0.783
H1 2.42 0.10 -1.02  0.284
H2 -0.77 0.37 -2.71  0.114
H3 1.16 -1.13 -1.55  0.269
H4 1.87 1.48 1.52  0.426
H5 -2.01 0.35 2.21  0.418
H6 -0.98 -1.67 -0.97  0.289
H7 -1.31 0.12 -2.26  -0.082

***

(4)
Entry from the Open Molecules 2025 dataset: C5H7NO in the gas phase in a non-equilibrium geometry (ωB97M-V with the def2-TZVPD basis set).

Values from the calculation:
F_max: 4.27 eV/A
Energy above the lowest of the compared OMol25 structures with the same formula, charge and spin: 2.714 eV
E: -8833.4891 eV
Gap between HOMO and LUMO: 9.603 eV
LUMO level: 0.603 eV
Total charge: 0

Each line ends with the Mulliken charge.
Cartesian coordinates (Å):
C1 -1.72 0.19 0.29  -1.339
C2 -0.39 0.24 -0.48  0.748
C3 0.70 1.11 0.08  -0.566
C4 1.92 0.37 0.17  -0.416
N1 1.60 -0.92 -0.09  0.015
C5 0.30 -1.14 -0.53  0.073
O1 -0.18 -2.21 -0.86  -0.607
H1 -2.23 1.16 0.24  0.351
H2 -1.55 -0.07 1.34  0.351
H3 -2.37 -0.58 -0.15  0.327
H4 -0.59 0.54 -1.52  0.263
H5 0.62 2.19 0.22  0.451
H6 1.60 0.85 1.28  0.152
H7 2.26 -1.69 0.03  0.196

***

(5)
Entry from the Open Molecules 2025 dataset: C5H7NO in the gas phase (ωB97M-V with the def2-TZVPD basis set).

Values from the calculation:
F_max: 0.29 eV/A
Energy above the lowest of the compared OMol25 structures with the same formula, charge and spin: 0.695 eV
E: -8835.5078 eV
Gap between HOMO and LUMO: 8.901 eV
LUMO level: 1.068 eV
Total charge: 0

Each line ends with the Mulliken charge.
Cartesian coordinates (Å):
C1 -0.43 -0.32 -2.36  -1.126
C2 -0.03 -0.12 -0.94  0.381
C3 -0.70 0.35 0.14  -0.605
C4 0.21 0.26 1.25  0.864
N1 -0.05 0.69 2.56  -0.560
C5 1.35 -0.27 0.75  -0.690
O1 1.22 -0.50 -0.60  -0.365
H1 0.18 0.29 -3.04  0.276
H2 -1.48 -0.03 -2.50  0.295
H3 -0.31 -1.36 -2.66  0.287
H4 -1.71 0.73 0.16  0.335
H5 -1.03 0.63 2.79  0.248
H6 0.48 0.18 3.26  0.243
H7 2.31 -0.53 1.18  0.415

***

(6)
Entry from the Open Molecules 2025 dataset: a molecular structure, C5H7NO in a non-equilibrium geometry (ωB97M-V with the def2-TZVPD basis set).

Values from the calculation:
F_max: 3.02 eV/A
Energy above the lowest of the compared OMol25 structures with the same formula, charge and spin: 3.534 eV
E: -8832.6687 eV
Gap between HOMO and LUMO: 9.028 eV
LUMO level: 0.047 eV
Total charge: 0

Each line ends with the Mulliken charge.
Cartesian coordinates (Å):
C1 -1.54 0.53 0.19  -0.233
C2 0.07 0.49 1.25  -0.869
C3 0.56 0.06 -0.05  0.515
C4 -0.53 0.33 -0.84  -0.328
C5 1.87 -0.51 -0.37  -0.178
O1 -2.37 -0.49 0.61  -0.502
N1 2.23 -1.00 -1.49  -0.668
H1 -1.88 -1.32 0.58  0.337
H2 -2.14 1.45 0.18  0.380
H3 1.47 -0.99 -2.17  0.243
H4 0.11 1.55 1.48  0.263
H5 0.16 -0.16 2.11  0.323
H6 -0.61 0.54 -1.90  0.355
H7 2.61 -0.49 0.43  0.361